{"formula": "C39H39B3FN7O15", "method": "the ωB97M-V functional and the def2-TZVPD basis", "homo_lumo_gap_ev": 8.606, "smiles": "C[C@@H](F)B1OBOB(CN)O1.O=[N+]([O-])c1ccccc1.O=[N+]([O-])c1ccccc1.O=[N+]([O-])c1ccccc1.O=[N+]([O-])c1ccccc1.O=[N+]([O-])c1ccccc1.O=[N+]([O-])c1ccccc1", "e_lumo_ha": -0.03834, "e_tot_ha": -3195.4297, "homo_energy_ev": -9.65, "elements": ["C", "C", "F", "B", "O", "B", "O", "B", "C", "N", "O", "H", "H", "H", "H", "H", "H", "H", "H", "H", "O", "N", "O", "C", "C", "C", "C", "C", "C", "H", "H", "H", "H", "H", "O", "N", "O", "C", "C", "C", "C", "C", "C", "H", "H", "H", "H", "H", "O", "N", "O", "C", "C", "C", "C", "C", "C", "H", "H", "H", "H", "H", "O", "N", "O", "C", "C", "C", "C", "C", "C", "H", "H", "H", "H", "H", "O", "N", "O", "C", "C", "C", "C", "C", "C", "H", "H", "H", "H", "H", "O", "N", "O", "C", "C", "C", "C", "C", "C", "H", "H", "H", "H", "H"], "coordinates": [[-2.100, 4.658, 3.627], [-3.439, 4.048, 2.851], [-3.098, 2.999, 1.853], [-4.515, 3.579, 4.003], [-5.325, 2.345, 4.005], [-6.743, 2.830, 4.088], [-7.190, 3.906, 5.032], [-6.155, 4.976, 4.915], [-6.443, 6.543, 4.505], [-7.002, 6.600, 3.076], [-4.743, 4.515, 5.160], [-1.187, 4.055, 3.206], [-2.016, 5.822, 3.429], [-2.158, 4.534, 4.805], [-3.928, 4.984, 2.296], [-7.520, 2.278, 3.363], [-5.382, 7.084, 4.441], [-7.089, 7.131, 5.284], [-6.496, 5.816, 2.566], [-6.553, 7.472, 2.671], [0.168, -2.023, -1.775], [0.237, -2.071, -0.537], [1.115, -2.677, 0.094], [-0.794, -1.364, 0.232], [-1.827, -0.697, -0.440], [-2.818, -0.047, 0.298], [-2.775, -0.062, 1.693], [-1.739, -0.719, 2.360], [-0.744, -1.374, 1.633], [-1.875, -0.676, -1.527], [-3.627, 0.468, -0.215], [-3.553, 0.441, 2.264], [-1.711, -0.723, 3.447], [0.055, -1.884, 2.167], [2.070, 4.477, -5.314], [1.478, 3.623, -4.638], [0.400, 3.812, -4.057], [2.099, 2.299, -4.514], [3.337, 2.053, -5.125], [3.935, 0.799, -4.983], [3.299, -0.199, -4.243], [2.062, 0.045, -3.645], [1.456, 1.296, -3.777], [3.845, 2.820, -5.705], [4.898, 0.600, -5.447], [3.771, -1.174, -4.130], [1.571, -0.739, -3.072], [0.493, 1.472, -3.302], [6.468, -6.665, -2.855], [6.537, -6.713, -1.618], [7.415, -7.319, -0.987], [5.506, -6.006, -0.848], [4.473, -5.338, -1.520], [3.482, -4.689, -0.782], [3.525, -4.704, 0.613], [4.561, -5.361, 1.280], [5.556, -6.016, 0.553], [4.425, -5.318, -2.607], [2.673, -4.174, -1.295], [2.747, -4.200, 1.184], [4.589, -5.365, 2.367], [6.355, -6.526, 1.087], [-2.733, 8.168, 2.787], [-2.352, 9.044, 1.997], [-2.880, 10.159, 1.878], [-1.198, 8.738, 1.143], [-0.594, 7.476, 1.218], [0.488, 7.182, 0.385], [0.962, 8.142, -0.510], [0.365, 9.402, -0.576], [-0.719, 9.707, 0.250], [-0.951, 6.717, 1.911], [0.959, 6.203, 0.432], [1.802, 7.907, -1.162], [0.742, 10.146, -1.274], [-1.176, 10.692, 0.184], [12.979, -7.673, -6.001], [12.075, -8.502, -6.179], [12.049, -9.322, -7.109], [10.957, -8.511, -5.228], [10.927, -7.576, -4.184], [9.848, -7.573, -3.297], [8.814, -8.498, -3.450], [8.852, -9.434, -4.485], [9.924, -9.445, -5.380], [11.725, -6.849, -4.052], [9.813, -6.847, -2.488], [7.973, -8.488, -2.759], [8.044, -10.154, -4.595], [9.937, -10.179, -6.183], [-5.921, -1.039, 1.473], [-6.825, -1.869, 1.294], [-6.851, -2.689, 0.365], [-7.943, -1.877, 2.245], [-7.973, -0.943, 3.289], [-9.052, -0.940, 4.176], [-10.086, -1.865, 4.023], [-10.048, -2.801, 2.989], [-8.976, -2.812, 2.094], [-7.175, -0.216, 3.422], [-9.087, -0.214, 4.986], [-10.927, -1.855, 4.714], [-10.856, -3.521, 2.878], [-8.963, -3.546, 1.291]]}